# C16H21N3O3S2

C16H21N3O3S2 in the gas phase in a non-equilibrium geometry (ωB97M-V/def2-TZVPD, the OMol25 dataset).

E_LUMO	0.2	eV
energy above the lowest of the compared OMol25 structures with the same formula, charge and spin	83.5	kJ/mol
multiplicity	1
frontier orbital gap	0.3345	Eh
DFT total energy	-1808.69669	hartree

XYZ file:
```
45
C16H21N3O3S2 | the OMol25 dataset | ωB97M-V/def2-TZVPD
C -0.2492 2.2048 -6.0212
C -0.3674 1.0198 -5.0715
C 0.6573 -0.0765 -5.4040
C 2.0526 0.3928 -5.1045
O 2.8077 0.8368 -5.9350
N 2.4981 0.3507 -3.7914
C 2.0146 -0.1271 -2.6139
N 2.7412 -0.0802 -1.5540
C 2.1133 -0.6027 -0.4662
C 2.6543 -0.7102 0.8133
C 1.8890 -1.2750 1.8126
C 0.6029 -1.7267 1.5445
S -0.3948 -2.3743 2.8886
O 0.4730 -2.9438 3.8743
O -1.4432 -3.1741 2.3299
N -1.1017 -1.0326 3.5648
C -2.0821 -0.3538 2.7525
C -2.9691 0.5111 3.6453
C -2.1079 1.4930 4.4360
C -1.0588 0.7235 5.2347
C -0.2275 -0.1453 4.2935
C 0.0362 -1.6367 0.2902
C 0.8027 -1.0763 -0.7144
S 0.4006 -0.8362 -2.3893
H -0.4597 1.8960 -7.0423
H 0.7541 2.6224 -5.9944
H -0.9562 2.9832 -5.7446
H -1.3675 0.5897 -5.1446
H -0.2265 1.3579 -4.0430
H 0.6101 -0.2933 -6.4724
H 0.4322 -0.9877 -4.8502
H 3.4444 0.7125 -3.6921
H 3.6568 -0.3584 0.9934
H 2.2755 -1.4007 2.8112
H -2.6640 -1.1264 2.2494
H -1.5901 0.2782 1.9933
H -3.5087 -0.1372 4.3363
H -3.6946 1.0443 3.0295
H -2.7327 2.0836 5.1076
H -1.6102 2.1796 3.7464
H -1.5548 0.0792 5.9611
H -0.4019 1.4104 5.7699
H 0.4679 -0.7748 4.8491
H 0.3418 0.4977 3.6009
H -0.9576 -2.0175 0.1209
```

Table of Löwdin atomic charges, one value per atom, all in e: C -0.0956; C -0.2637; C -0.1480; C -0.4684; O 0.0948; N 0.1296; C -0.5490; N 0.1108; C -0.3053; C 0.0091; C -0.0573; C -0.2672; S 0.6635; O -0.2774; O -0.2804; N -0.2385; C -0.2123; C -0.1731; C -0.2044; C -0.1728; C -0.2126; C -0.0667; C -0.4441; S 1.1243; H 0.0790; H 0.0727; H 0.0729; H 0.1117; H 0.0829; H 0.1291; H 0.0623; H 0.1655; H 0.1177; H 0.1138; H 0.1165; H 0.1297; H 0.1198; H 0.1130; H 0.1090; H 0.1132; H 0.1199; H 0.1133; H 0.1167; H 0.1284; H 0.1176

=====

# C28H59GaI2NO12

A molecular structure, C28H59GaI2NO12 in a non-equilibrium geometry (ωB97M-V/def2-TZVPD, the OMol25 dataset).

E_LUMO	1.8	eV
multiplicity	1
frontier orbital gap	0.2404	Eh
net charge	-1
DFT total energy	-4579.95451	hartree

XYZ file:
```
103
C28H59GaI2NO12 | the OMol25 dataset | ωB97M-V/def2-TZVPD
C 3.8733 1.9891 -4.5992
C 2.7271 1.5141 -3.4778
O 3.1438 2.0208 -2.1497
C 2.6671 -0.1481 -3.4914
N 1.5727 -0.6474 -2.5740
C 0.5933 -1.5682 -3.2689
C -0.7720 -0.6847 -3.5473
O -2.0128 -1.5270 -3.6011
Ga -3.3764 -0.2635 -3.0574
C -5.2702 -0.7573 -3.7214
I -6.4699 -1.1782 -1.8867
C -5.8689 0.6035 -4.4857
C -5.9303 1.9218 -3.5061
I -4.6170 1.1870 -6.2366
H 3.7371 3.1359 -4.8880
H 3.7199 1.3020 -5.5551
H 4.9385 1.8487 -4.1342
H 1.7014 2.0079 -3.7521
H 2.6624 2.8962 -1.9343
H 2.5390 -0.4888 -4.6154
H 3.6933 -0.5059 -3.0138
H 1.9345 -1.0358 -1.6760
H 0.3320 -2.5212 -2.6018
H 0.9991 -1.9979 -4.2851
H -0.6893 0.0650 -4.4431
H -0.9176 -0.0092 -2.5737
H -3.2579 -0.0665 -1.4598
H -2.8875 1.1536 -3.6977
H -5.3033 -1.6399 -4.4897
H -6.9475 0.4348 -4.9269
H -7.0668 2.2447 -3.3519
H -5.4362 1.7747 -2.4520
H -5.3426 2.8285 -4.0118
O -2.6544 0.4150 2.5445
C -2.5341 -0.7643 2.2183
O -3.2328 -1.2553 1.1730
C -3.0392 -2.5648 0.6033
C -3.8097 -3.6108 1.3835
C -1.6752 -1.6928 3.0266
H -1.9750 -2.7989 0.5148
H -3.4325 -2.5178 -0.4184
H -3.4673 -3.6776 2.4181
H -3.7008 -4.5957 0.9183
H -4.8737 -3.3545 1.4197
H -2.2354 -2.0228 3.9037
H -0.7832 -1.1493 3.3458
H -1.3218 -2.5610 2.4720
O -8.4437 3.1892 -4.7144
C -8.3528 4.2999 -5.2339
O -9.0835 4.6004 -6.3282
C -9.1824 5.9157 -6.9091
C -8.0116 6.1859 -7.8326
C -7.3692 5.3057 -4.7106
H -9.2966 6.6776 -6.1335
H -10.1095 5.9260 -7.4931
H -7.0602 6.1624 -7.2975
H -8.1163 7.1652 -8.3104
H -7.9538 5.4186 -8.6118
H -6.3779 5.0723 -5.1045
H -7.3540 5.2401 -3.6205
H -7.6234 6.3370 -4.9511
O 3.8136 -1.4617 3.8937
C 3.9045 -0.3510 3.3742
O 3.1738 -0.0505 2.2799
C 3.0749 1.2648 1.6990
C 4.2457 1.5350 0.7755
C 4.8882 0.6548 3.8976
H 2.9607 2.0267 2.4746
H 2.1478 1.2751 1.1150
H 5.1971 1.5115 1.3107
H 4.1410 2.5143 0.2977
H 4.3035 0.7677 -0.0037
H 5.8794 0.4214 3.5036
H 4.9033 0.5892 4.9877
H 4.6339 1.6861 3.6570
O 5.2705 0.3726 8.2364
C 4.1151 -0.0306 8.1172
O 3.0805 0.7484 8.4975
C 1.6941 0.4469 8.2444
C 1.1460 -0.4927 9.2995
C 3.8426 -1.4228 7.6267
H 1.5555 0.0711 7.2272
H 1.1564 1.4001 8.2990
H 1.6689 -1.4512 9.2987
H 0.0804 -0.6793 9.1326
H 1.2759 -0.0637 10.2986
H 3.9708 -2.1232 8.4545
H 4.5580 -1.6572 6.8354
H 2.8526 -1.5506 7.1911
O 8.7680 -4.1418 0.5237
C 7.7945 -4.5304 1.1663
O 6.5812 -3.9740 0.9655
C 5.3520 -4.4665 1.5342
C 5.1635 -3.9439 2.9441
C 7.9566 -5.5676 2.2391
H 5.3036 -5.5571 1.4751
H 4.5441 -4.0853 0.8996
H 5.9608 -4.2799 3.6102
H 4.2054 -4.2790 3.3540
H 5.1863 -2.8491 2.9527
H 8.3268 -5.0861 3.1466
H 8.6818 -6.3091 1.8969
H 7.0426 -6.1154 2.4641
```

Here are the Löwdin charges for atoms 1 to 99, given in e: C -0.0991; C -0.3503; O -0.1506; C -0.1792; N -0.1144; C -0.2096; C -0.3395; O -0.4078; Ga 0.1482; C -0.7991; I 0.5987; C -0.8181; C -0.2600; I 0.6426; H 0.0808; H 0.0784; H 0.0784; H 0.1482; H 0.1223; H 0.1240; H 0.1317; H 0.1018; H 0.1263; H 0.1065; H 0.1020; H 0.0747; H -0.0429; H -0.0574; H 0.0399; H 0.0737; H 0.0698; H 0.0560; H 0.0426; O 0.0650; C -0.5077; O -0.0266; C -0.2323; C -0.0714; C -0.0009; H 0.1165; H 0.0972; H 0.0596; H 0.0803; H 0.0822; H 0.0919; H 0.0852; H 0.0669; O 0.0632; C -0.4889; O -0.0053; C -0.2326; C -0.0707; C 0.0072; H 0.1120; H 0.1208; H 0.0687; H 0.0792; H 0.0866; H 0.0966; H 0.0977; H 0.0652; O 0.0437; C -0.4942; O 0.0002; C -0.2154; C -0.0715; C 0.0199; H 0.1146; H 0.1303; H 0.0662; H 0.0768; H 0.0794; H 0.1030; H 0.0829; H 0.0727; O 0.0694; C -0.5110; O -0.0088; C -0.2252; C -0.0708; C 0.0053; H 0.1159; H 0.1243; H 0.0660; H 0.0835; H 0.0839; H 0.0968; H 0.0878; H 0.0710; O 0.0706; C -0.5084; O -0.0042; C -0.2193; C -0.0687; C -0.0007; H 0.1117; H 0.1268; H 0.0687; H 0.0883

=====

# C30H64N2O5P

3 unconnected molecules or ions with the total composition C30H64N2O5P in a non-equilibrium geometry (ωB97M-V/def2-TZVPD, the OMol25 dataset).

E_LUMO (alpha / beta)	1.7 / 1.2	eV
⟨S²⟩	2.0082
multiplicity	3
frontier orbital gap (alpha / beta)	0.2006 / 0.1845	Eh
net charge	-1
DFT total energy	-2008.33944	hartree

XYZ file:
```
102
C30H64N2O5P | the OMol25 dataset | ωB97M-V/def2-TZVPD
C 1.3869 -2.3966 -3.1308
O 1.0252 -2.2842 -4.4985
C 2.0396 -2.7631 -5.3698
C 3.2504 -1.8134 -5.4841
C 4.3884 -2.5641 -6.2116
C 5.8215 -2.1082 -5.8489
C 5.9959 -0.6049 -5.5864
C 7.4001 -0.3672 -4.9572
C 7.5101 0.9573 -4.1685
C 8.4803 0.8705 -2.9722
C 8.2570 2.0648 -2.0008
P 7.5855 1.5577 -0.2806
O 6.5702 0.2726 -0.9310
C 5.5829 0.0180 0.0305
C 6.3226 0.0056 1.3767
O 7.1289 1.1486 1.3811
H 2.4218 -2.7257 -3.0086
H 1.2899 -1.4081 -2.6778
H 0.7389 -3.0938 -2.5925
H 1.5745 -2.8736 -6.3511
H 2.3535 -3.7545 -5.0164
H 2.9130 -0.9956 -6.1252
H 3.5411 -1.4152 -4.5153
H 4.3038 -3.6174 -5.9138
H 4.2157 -2.5645 -7.2903
H 6.4614 -2.3635 -6.7003
H 6.1852 -2.6680 -4.9871
H 5.9965 -0.0344 -6.5187
H 5.2656 -0.2044 -4.8854
H 8.1470 -0.4013 -5.7586
H 7.6392 -1.2008 -4.2890
H 6.5189 1.2315 -3.8037
H 7.8978 1.7202 -4.8500
H 9.5006 0.9297 -3.3749
H 8.3959 -0.0925 -2.4642
H 9.2101 2.5739 -1.8459
H 7.5249 2.7411 -2.4556
H 6.4129 2.4210 -0.4299
H 8.2339 2.7421 0.2828
H 8.7379 0.6918 -0.1098
H 4.8891 0.8712 0.0251
H 5.0466 -0.9250 -0.1114
H 6.9757 -0.8870 1.3623
H 5.6491 -0.1103 2.2342
C -1.0725 -3.8679 2.8717
C -0.7511 -2.4593 2.2991
C -1.5367 -1.3583 3.0257
C -3.0023 -1.2256 2.6146
C -3.1287 -1.1632 1.0990
C -2.4400 -2.3417 0.4084
N -1.0181 -2.4551 0.8339
O -0.3294 -1.5106 0.2703
C -3.2272 -3.6292 0.7218
C -2.5315 -2.1875 -1.1095
C 0.7339 -2.2227 2.5964
H -1.2241 -4.5989 2.0789
H -0.2445 -4.2582 3.4626
H -1.9572 -3.8682 3.5111
H -1.0529 -0.3967 2.8290
H -1.4661 -1.5172 4.1039
H -3.5912 -2.0510 3.0274
H -3.4170 -0.3130 3.0507
H -4.1838 -1.1386 0.8137
H -2.6945 -0.2223 0.7461
H -2.7551 -4.4983 0.2612
H -4.2374 -3.5446 0.3188
H -3.3426 -3.8278 1.7843
H -2.0823 -1.2596 -1.4594
H -3.5792 -2.1789 -1.4119
H -2.0431 -3.0213 -1.6164
H 1.3679 -2.9304 2.0607
H 0.9023 -2.3534 3.6653
H 1.0512 -1.2129 2.3415
C -7.4326 4.1420 1.5501
C -6.5027 2.9854 2.0112
C -7.3022 1.7310 2.3904
C -7.9771 1.7788 3.7600
C -6.9886 2.2190 4.8333
C -6.3039 3.5411 4.4797
N -5.6565 3.4665 3.1397
O -4.5863 2.7390 3.2382
C -7.3457 4.6750 4.5423
C -5.2703 3.8962 5.5477
C -5.6651 2.6278 0.7778
H -7.1382 5.0934 1.9899
H -7.3748 4.2976 0.4735
H -8.4802 3.9608 1.7967
H -6.6240 0.8712 2.3869
H -8.0473 1.5335 1.6166
H -8.8462 2.4427 3.7351
H -8.3648 0.7871 4.0044
H -7.4975 2.3220 5.7943
H -6.2314 1.4401 4.9695
H -6.8972 5.6332 4.2770
H -7.7329 4.7570 5.5586
H -8.2103 4.5154 3.9032
H -4.5142 3.1221 5.6661
H -5.7683 4.0174 6.5100
H -4.7703 4.8358 5.3082
H -5.0203 3.4540 0.4755
H -6.3373 2.4020 -0.0499
H -5.0468 1.7450 0.9390
```

Here are the Löwdin charges for atoms 1 to 99, given in e: C -0.1091; O -0.1984; C -0.2504; C -0.1779; C -0.2044; C -0.2100; C -0.2096; C -0.2163; C -0.2266; C -0.2835; C -0.3532; P 0.4671; O -0.3655; C -0.3219; C -0.3265; O -0.3966; H 0.0850; H 0.0910; H 0.0772; H 0.1211; H 0.1124; H 0.1161; H 0.1035; H 0.0956; H 0.1050; H 0.1056; H 0.1051; H 0.1116; H 0.0933; H 0.1039; H 0.0985; H 0.0989; H 0.1030; H 0.0909; H 0.0779; H 0.0473; H 0.0539; H 0.0039; H -0.0215; H 0.0190; H 0.0904; H 0.0996; H 0.0968; H 0.0968; C -0.0308; C -0.4782; C -0.1329; C -0.1747; C -0.1423; C -0.4971; N -0.0862; O -0.0100; C -0.0434; C -0.0385; C -0.0453; H 0.0732; H 0.0754; H 0.0766; H 0.1255; H 0.1239; H 0.1027; H 0.1066; H 0.1181; H 0.1276; H 0.0895; H 0.0863; H 0.0574; H 0.0824; H 0.0842; H 0.0869; H 0.0946; H 0.0867; H 0.0820; C -0.0293; C -0.4756; C -0.1362; C -0.1756; C -0.1376; C -0.4992; N -0.0856; O -0.0142; C -0.0428; C -0.0408; C -0.0429; H 0.0749; H 0.0765; H 0.0782; H 0.1185; H 0.1243; H 0.1028; H 0.1124; H 0.1226; H 0.1253; H 0.0908; H 0.0880; H 0.0574; H 0.0802; H 0.0855; H 0.0917

=====

# C3H3AlLiO4

A molecular structure, C3H3AlLiO4 in a non-equilibrium geometry (ωB97M-V/def2-TZVPD, the OMol25 dataset).

E_LUMO (alpha / beta)	-5.1 / -6.4	eV
multiplicity	1
frontier orbital gap (alpha / beta)	0.2941 / 0.3015	Eh
net charge	+1
DFT total energy	-666.77616	hartree

XYZ file:
```
12
C3H3AlLiO4 | the OMol25 dataset | ωB97M-V/def2-TZVPD
O -4.4918 -0.4415 0.4011
O -1.5295 -0.2657 -0.1468
C -0.2755 -0.0711 0.1702
C -2.4750 0.8765 -0.2656
O 0.5084 -1.0347 0.2397
O 0.1667 1.1263 0.4177
C -3.6479 0.6749 0.6648
H -2.8230 0.8262 -1.3110
H -4.2217 1.6397 0.5951
H -3.2576 0.6398 1.7169
Li 1.9285 0.2451 0.6797
Al -1.2593 2.3060 0.2328
```

Table of Löwdin atomic charges, one value per atom, all in e: O 0.0775; O 0.0594; C -0.7168; C -0.2688; O 0.0383; O -0.1465; C -0.2916; H 0.1383; H 0.1282; H 0.1416; Li 0.8607; Al 0.9797